one.
A single C6H6S2 molecule, computed with ωB97M-V/def2-TZVPD.

Cartesian coordinates (Å):
C 1.84 -1.59 1.15
C 0.78 -1.03 1.22
C -0.53 -0.43 1.43
S -1.88 -1.00 2.18
C -0.72 0.83 0.54
C -0.80 0.55 -0.94
C 0.52 0.44 -1.72
S 0.81 -0.66 -2.89
H 2.80 -2.01 1.07
H -1.59 1.34 0.91
H 0.14 1.51 0.89
H -1.40 -0.35 -1.18
H -1.36 1.37 -1.38
H 1.40 1.04 -1.27

orbital gap = 7.77 eV
HOMO = -8.88 eV
LUMO energy = -1.11 eV

two.
A molecular structure, C6H6S2, computed with ωB97M-V/def2-TZVPD.

Cartesian coordinates (Å):
C 0.21 -1.26 0.63
C 1.03 -0.05 -0.04
C 0.00 0.99 -0.34
C 1.25 -0.29 -1.45
C -1.50 0.84 0.02
C -2.45 1.13 0.79
H -0.69 -1.35 -0.02
H -0.18 -1.00 1.59
H 0.91 -1.96 0.63
H 1.87 0.41 0.46
H 0.38 1.98 0.06
H -3.31 1.16 1.68
S 0.49 1.05 -1.97
S 1.97 -1.66 -2.05

orbital gap = 8.37 eV
HOMO = -8.56 eV
LUMO energy = -0.19 eV

Most stable: one